i.
13
Properties=species:S:1:pos:R:3 method="wB97M-V/def2-TZVPD" charge=+1 orbital_gap_ev=9.30
N 1.860 0.179 -0.335
N -0.476 -0.784 1.191
C 1.716 -1.253 -0.410
C -0.394 0.556 0.687
C -1.313 1.210 -0.404
C 0.790 -0.280 0.335
H -2.060 1.856 0.070
H 1.538 -1.799 -1.361
H 2.203 -1.852 0.362
H -0.857 -1.590 0.798
H -0.318 1.384 1.343
H -1.876 0.433 -1.122
H -0.812 1.940 -1.154

=====

ii.
13
Properties=species:S:1:pos:R:3 method="wB97M-V/def2-TZVPD" charge=+1 orbital_gap_ev=10.25
N -1.514 -0.286 -0.049
N 0.759 -0.397 -1.106
C 0.991 0.660 -0.100
C -0.728 0.722 0.531
C -0.577 0.190 -1.024
C 0.591 0.337 1.264
H -1.142 0.869 -1.685
H 0.969 1.060 1.935
H -1.040 1.816 0.747
H 0.812 -1.447 -0.805
H -1.494 -1.164 0.385
H 0.675 -0.669 1.489
H 1.186 -0.102 -1.901

=====

iii.
13
Properties=species:S:1:pos:R:3 method="wB97M-V/def2-TZVPD" charge=+1 smiles="C=[N+]1N=C[C@H]1C" orbital_gap_ev="9.50 / 9.50"
N -2.100 0.750 0.365
N -1.282 -0.259 -0.095
C -0.118 0.611 -0.433
C 1.172 0.300 0.341
C -0.992 1.735 0.052
C -1.619 -1.492 -0.213
H 1.016 -0.009 1.300
H -2.496 -1.979 0.178
H 1.707 -0.427 -0.162
H -0.821 -2.195 -0.716
H 0.214 0.552 -1.576
H -1.139 2.824 0.066
H 1.768 1.124 0.320

=====

iv.
13
Properties=species:S:1:pos:R:3 method="wB97M-V/def2-TZVPD" charge=+1 orbital_gap_ev=8.36
N 0.727 1.178 0.283
N 1.638 -0.671 -0.271
C 0.478 -0.974 0.232
C -0.305 0.144 0.558
C 1.815 0.733 -0.251
C -1.432 0.102 -0.411
H -0.659 0.332 1.671
H -1.823 1.014 -0.176
H 0.425 2.157 0.175
H 0.212 -2.069 0.411
H 2.258 -1.409 -0.618
H -2.164 -0.740 -0.157
H -1.171 0.203 -1.447

=====

Least stable = i

=====

i.
13
Properties=species:S:1:pos:R:3 method="wB97M-V/def2-TZVPD" charge=+1 orbital_gap_ev="9.74 / 8.37"
N -1.794 0.569 -0.055
N 0.252 -0.332 0.203
C 0.778 0.991 -0.442
C -1.129 -0.645 -0.020
C 0.799 0.734 1.045
C 1.399 -0.217 -0.915
H 1.709 0.595 1.560
H -2.783 0.621 -0.272
H -1.600 -1.372 0.730
H 0.146 1.258 1.629
H 2.294 -0.470 -0.454
H -1.027 -1.229 -1.079
H 0.956 -0.504 -1.931

=====

ii.
13
Properties=species:S:1:pos:R:3 method="wB97M-V/def2-TZVPD" charge=+1 smiles=Cc1c[nH]c[nH+]1 orbital_gap_ev=10.82
N 0.519 0.845 -0.154
N -1.335 0.833 0.899
C -0.467 1.621 0.285
C 0.171 -0.532 0.007
C -1.044 -0.490 0.656
C 1.064 -1.405 -0.825
H 0.812 -1.364 -1.896
H -1.425 -1.273 1.314
H 1.126 -2.436 -0.470
H 1.005 1.220 -0.964
H -0.552 2.710 0.304
H -1.950 1.241 1.590
H 2.077 -0.971 -0.746

=====

Least stable = i

=====

i.
13
Properties=species:S:1:pos:R:3 method="wB97M-V/def2-TZVPD" charge=+1 smiles="C#C/[NH+]=C(/C)N" orbital_gap_ev=9.97
N -0.629 -0.570 0.635
N 0.375 1.082 -0.718
C 1.826 -0.562 0.161
C -2.981 0.109 0.035
C -1.862 -0.156 0.347
C 0.479 0.039 0.050
H 2.051 -1.441 0.760
H -0.462 1.680 -0.675
H 1.177 1.303 -1.209
H -4.081 0.371 -0.124
H 2.009 -0.784 -0.889
H 2.665 0.162 0.231
H -0.567 -1.234 1.397

=====

ii.
13
Properties=species:S:1:pos:R:3 method="wB97M-V/def2-TZVPD" charge=+1 orbital_gap_ev=9.32
N 1.481 -0.035 -0.737
N -0.030 -1.340 0.075
C 1.826 -0.806 0.260
C -1.050 -0.490 0.842
C -0.819 0.714 -0.057
C 0.118 -0.257 -0.899
H -2.048 -1.079 0.847
H 2.641 -1.237 0.733
H -0.211 -0.608 -1.985
H -0.781 -0.392 1.847
H 1.966 0.469 -1.409
H -1.710 1.101 -0.526
H -0.356 1.582 0.415

=====

iii.
13
Properties=species:S:1:pos:R:3 method="wB97M-V/def2-TZVPD" charge=+1 smiles="CC#CC(N)=[NH2+]" orbital_gap_ev=10.24
N 0.127 1.282 -1.935
N -0.180 -0.996 -2.190
C 0.079 0.062 -1.432
C 0.137 0.047 0.135
C -0.139 -0.065 1.305
C -0.002 -0.257 2.688
H 0.742 0.523 2.985
H 0.028 -1.902 -1.784
H -1.086 -0.069 3.076
H -0.222 1.452 -2.877
H -0.526 -0.953 -3.142
H 0.545 2.060 -1.416
H 0.360 -1.317 2.941

=====

iv.
13
Properties=species:S:1:pos:R:3 method="wB97M-V/def2-TZVPD" charge=+1 orbital_gap_ev="8.44 / 8.44"
N -0.314 0.400 0.462
N 0.411 -0.254 -2.756
C -0.585 0.602 1.681
C 0.715 -0.759 -1.470
C 0.489 -0.593 -0.068
C -0.903 0.805 2.901
H -0.725 1.043 -0.219
H -1.774 0.341 3.349
H 1.379 -1.611 -1.601
H -0.336 1.447 3.559
H 0.961 -1.273 0.612
H -0.174 0.548 -2.913
H 0.856 -0.696 -3.538

=====

Least stable = ii

=====

i.
7
Properties=species:S:1:pos:R:3 method="wB97M-V/def2-TZVPD" orbital_gap_ev=9.95
F -1.229 0.852 -1.491
O 0.589 1.152 1.442
O 0.065 1.132 -1.070
N 0.266 0.428 0.544
C 0.048 -0.819 0.289
H -0.031 -1.077 -0.770
H 0.291 -1.668 1.056

=====

ii.
7
Properties=species:S:1:pos:R:3 method="wB97M-V/def2-TZVPD" orbital_gap_ev="10.95 / 6.21"
F 2.100 1.348 0.380
O -1.216 -0.913 0.925
O -2.489 -0.316 -0.716
N -2.188 -0.453 0.433
C 1.595 0.332 -0.198
H 0.925 -0.315 0.478
H 1.274 0.318 -1.302

=====

Least stable = i

=====

i.
10
Properties=species:S:1:pos:R:3 method="wB97M-V/def2-TZVPD" orbital_gap_ev="8.00 / 7.96"
I -2.381 -1.194 0.087
I -1.183 2.043 -0.051
O -0.535 -0.152 -2.230
C 1.438 0.342 1.106
C 0.470 -0.408 0.519
C -0.700 0.055 -0.128
H 0.411 -1.407 0.798
H 2.270 -0.120 1.632
H 1.520 1.418 0.946
H -1.307 -0.577 -2.679

=====

ii.
10
Properties=species:S:1:pos:R:3 method="wB97M-V/def2-TZVPD" orbital_gap_ev=8.94
I -1.948 -0.493 1.600
I -0.370 -0.272 -3.602
O 0.591 1.030 1.737
C 0.109 -0.165 1.380
C -0.231 0.098 -1.499
C 0.488 -0.633 -0.728
H 1.216 -1.364 -1.028
H 0.718 -0.804 1.860
H -0.811 0.862 -1.034
H 0.239 1.742 1.316

=====

Least stable = i

=====

i.
13
Properties=species:S:1:pos:R:3 method="wB97M-V/def2-TZVPD" smiles="CSC(=S)C(C)=S" orbital_gap_ev=7.39
S -1.054 -1.061 0.512
S 1.960 -1.138 -0.607
S -0.889 1.776 -0.467
C 1.224 0.122 0.112
C -0.250 0.341 0.012
C -2.739 -0.792 -0.044
C 2.095 1.109 0.904
H -3.209 -1.716 -0.358
H 1.809 2.130 0.762
H 1.952 0.966 1.977
H -2.716 0.002 -0.824
H 3.178 1.053 0.697
H -3.274 -0.342 0.826

=====

ii.
13
Properties=species:S:1:pos:R:3 method="wB97M-V/def2-TZVPD" smiles="S=CS[C@H]1C[C@@H]1S" orbital_gap_ev=8.44
S -0.906 1.073 -0.375
S -3.361 -0.708 -0.045
S 3.221 -0.559 -0.364
C 0.769 0.955 -0.091
C -1.808 -0.285 0.207
C 1.436 -0.426 -0.015
C 1.214 0.476 1.273
H 1.422 1.792 -0.418
H 2.168 0.827 1.663
H 3.424 -1.649 0.414
H 0.421 0.240 2.087
H -1.205 -1.086 0.647
H 0.845 -1.336 -0.100

=====

Least stable = ii